P:
Computed, not measured: 2 unconnected molecules or ions with the total composition C2H9NS, with ωB97M-V with the def2-TZVPD basis set.

Results
**Gap between HOMO and LUMO**: 9.4 eV
**SMILES**: CSC.N
**HOMO level**: -8.286 eV

The geometry in ORCA input format:
```
! wB97M-V def2-TZVPD RIJCOSX def2/J DEFGRID3
* xyz 0 1
C 0.882 -0.359 1.714
S 0.054 -0.642 0.237
C -1.314 -1.763 0.734
H 1.670 0.395 1.674
H 0.274 -0.097 2.588
H 1.377 -1.284 2.023
H -1.932 -1.567 -0.140
H -1.806 -1.341 1.599
H -0.927 -2.753 0.948
N 0.337 2.288 -2.742
H 1.105 1.808 -2.364
H 0.408 3.274 -2.682
H -0.129 2.042 -3.588
*
```


Q:
Computed, not measured: 3 unconnected molecules or ions with the total composition C2H9NS, with ωB97M-V with the def2-TZVPD basis set.

Results
**Gap between HOMO and LUMO**: 9.9 eV
**SMILES**: [H][H].C1CS1.N
**HOMO level**: -8.875 eV

The geometry in ORCA input format:
```
! wB97M-V def2-TZVPD RIJCOSX def2/J DEFGRID3
* xyz 0 1
H 5.050 -0.692 0.000
H 4.399 -0.427 -0.239
C -0.132 1.267 0.326
C 0.513 0.337 -0.593
S 0.598 -0.159 1.190
H -1.195 1.399 0.272
H 0.368 2.191 0.551
H -0.076 -0.349 -1.190
H 1.505 0.546 -0.968
N -2.670 -0.970 -0.086
H -1.956 -0.776 0.621
H -3.489 -0.416 0.154
H -2.916 -1.951 -0.038
*
```


Which of them is least stable? Easy: Q.


P:
Computed, not measured: a gas-phase ion, C2H5N2S (charge +1), with ωB97M-V with the def2-TZVPD basis set.

Results
**Gap between HOMO and LUMO (alpha / beta)**: 7.1 / 7.2 eV
**HOMO level (alpha / beta)**: -14.929 / -14.737 eV

The geometry in ORCA input format:
```
! wB97M-V def2-TZVPD RIJCOSX def2/J DEFGRID3
* xyz 1 1
C 0.788 -0.687 -0.244
C -0.775 1.018 0.255
N 0.430 0.564 -0.395
N 0.039 -1.614 0.106
S -2.130 -0.041 -0.030
H 1.970 -0.798 -0.379
H -0.542 0.946 1.321
H -0.982 2.003 -0.090
H 1.109 1.218 -0.950
H 0.091 -2.609 0.405
*
```


Q:
Computed, not measured: 3 unconnected molecules or ions with the total composition C2H5N2S, with ωB97M-V with the def2-TZVPD basis set.

Results
**Gap between HOMO and LUMO**: 9.4 eV
**HOMO level**: -14.669 eV

The geometry in ORCA input format:
```
! wB97M-V def2-TZVPD RIJCOSX def2/J DEFGRID3
* xyz 1 1
C -1.143 -0.553 0.301
C 0.721 0.755 0.684
N -0.212 -1.470 0.431
N -0.647 0.641 0.396
S 1.359 -0.874 0.764
H -2.198 -0.789 0.109
H 2.129 1.809 -1.279
H 1.636 1.475 -1.898
H -0.441 -2.429 0.307
H -1.204 1.434 0.184
*
```


Which of them is least stable? Easy: P.


P:
Computed, not measured: C2H2ClNO in the gas phase, with ωB97M-V with the def2-TZVPD basis set.

Results
**Gap between HOMO and LUMO**: 9.8 eV
**SMILES**: [H]/N=C(\Cl)C=O
**HOMO level**: -9.166 eV

The geometry in ORCA input format:
```
! wB97M-V def2-TZVPD RIJCOSX def2/J DEFGRID3
* xyz 0 1
H -1.591 1.526 -0.834
N -0.932 0.771 -0.675
C 0.186 0.606 -0.211
Cl 1.579 1.118 0.479
C 0.393 -0.971 0.142
O 0.051 -0.830 1.347
H 0.315 -2.220 -0.248
*
```


Q:
Computed, not measured: 2 unconnected molecules or ions with the total composition C2H2ClNO, with ωB97M-V with the def2-TZVPD basis set.

Results
**Gap between HOMO and LUMO (alpha / beta)**: 7.9 / 8.2 eV
**HOMO level (alpha / beta)**: -11.401 / -11.494 eV

The geometry in ORCA input format:
```
! wB97M-V def2-TZVPD RIJCOSX def2/J DEFGRID3
* xyz 0 1
C 1.841 -0.622 0.055
C -0.942 0.120 0.089
N 2.843 -0.665 -0.467
O -0.133 -0.453 0.889
Cl -0.718 1.946 -0.010
H -0.952 -0.283 -1.064
H -1.938 -0.043 0.508
*
```


Which of them is least stable? Easy: Q.